[1]
# C4H6O2

One molecule with the formula C4H6O2 (ωB97M-V/def2-TZVPD, the Open Molecules 2025 dataset).

Positions of all 12 atoms, in Å:
C1 0.08 -0.74 -0.59
H1 0.76 -1.37 1.34
C2 0.93 0.78 1.22
H2 -0.79 -0.45 1.37
C3 -0.89 0.17 -1.31
O1 0.37 1.85 1.24
O2 0.71 -1.61 -1.15
H3 2.02 0.71 1.38
H4 -0.75 1.21 -0.99
H5 -1.91 -0.11 -1.05
C4 0.21 -0.52 0.93
H6 -0.75 0.07 -2.39

For the HOMO-LUMO gap, the calculation gives 10.422 eV. For the HOMO energy, the calculation gives -9.9736 eV. Its energy above the lowest of the compared OMol25 structures with the same formula, charge and spin is 17.6 kcal per mole. The total energy comes out at -306.478239 a.u. The net charge is 0. The SMILES is CC(=O)CC=O.

Mulliken population analysis, charges in e, atoms 1 to 6: atom 1 (C): 0.676, atom 2 (H): 0.271, atom 3 (C): 0.033, atom 4 (H): 0.287, atom 5 (C): -1.060, atom 6 (O): -0.459

[2]
# C24H28BN2

A 2-piece molecular cluster, C24H28BN2 overall (ωB97M-V/def2-TZVPD, the Open Molecules 2025 dataset).

Positions of all 55 atoms, in Å:
H1 0.61 4.28 4.33
C1 3.45 -1.42 -3.15
C2 -0.85 -1.77 -1.25
C3 -3.49 4.54 2.51
H2 3.80 1.93 -0.94
H3 -2.63 0.68 1.01
C4 2.66 -2.69 -5.02
H4 1.15 -4.17 -4.55
H5 4.45 0.69 0.17
H6 -3.97 -4.56 0.63
C5 -2.12 -2.36 -1.25
H7 1.86 -1.61 0.86
C6 -1.64 -3.40 0.88
H8 2.76 1.23 0.31
C7 1.80 -3.16 -2.76
H9 4.53 0.40 -2.91
C8 -0.36 -2.85 0.86
H10 4.07 -1.01 -5.13
H11 -4.22 2.82 1.41
C9 -2.16 2.59 1.95
C10 3.46 -1.67 -4.51
H12 -4.44 5.09 2.54
C11 0.11 4.97 3.63
C12 -3.82 -3.93 -0.26
H13 0.82 5.17 2.80
H14 2.67 -2.94 -6.08
H15 -2.82 -2.16 -2.06
H16 0.06 1.55 3.67
C13 -3.36 3.27 1.92
C14 3.22 -0.11 -1.32
N1 -1.13 3.16 2.62
H17 1.09 -0.24 0.04
H18 -2.33 6.10 3.55
H19 -0.53 -1.13 -2.10
H20 0.89 2.52 1.94
H21 -1.18 1.48 0.36
H22 0.35 -3.08 1.67
C15 2.54 -2.08 -2.27
C16 1.81 -3.41 -4.14
C17 3.56 1.01 -0.40
C18 -2.51 -3.19 -0.19
C19 2.37 -1.22 -1.14
C20 0.02 -2.00 -0.18
B1 0.08 2.34 2.79
C21 -2.35 5.11 3.09
H23 1.19 -3.73 -2.05
H24 -0.09 5.91 4.14
H25 -1.11 0.67 1.91
N2 3.85 -0.24 -2.51
H26 -3.87 -4.58 -1.15
C22 -1.17 4.40 3.12
H27 -1.99 -3.98 1.74
C23 1.37 -1.28 -0.07
H28 -4.69 -3.26 -0.31
C24 -1.77 1.30 1.28

For the HOMO-LUMO gap, the calculation gives 4.940 eV. For the HOMO energy, the calculation gives -9.1148 eV. Its energy above the lowest of the compared OMol25 structures with the same formula, charge and spin is 15.0 kcal per mole. The total energy comes out at -1065.456048 a.u. The net charge is +1.

Mulliken population analysis, charges in e, atoms 1 to 6: atom 1 (H): 0.377, atom 2 (C): -0.349, atom 3 (C): -0.163, atom 4 (C): -0.287, atom 5 (H): 0.405, atom 6 (H): 0.474

[3]
# C24H66N6O6

A 6-piece molecular cluster, C24H66N6O6 overall (ωB97M-V/def2-TZVPD, the Open Molecules 2025 dataset).

Positions of all 102 atoms, in Å:
O1 -4.57 12.63 -13.16
C1 -4.97 12.18 -14.45
C2 -1.75 12.34 -7.41
H1 4.33 22.23 -8.19
H2 0.07 13.59 -7.60
H3 -5.55 11.26 -14.33
H4 -1.26 17.91 -6.45
H5 -2.57 17.92 -9.22
H6 -1.04 16.02 -4.94
N1 -3.25 22.17 -2.95
H7 2.03 22.23 -9.47
H8 0.49 15.54 -5.48
C3 -3.44 14.28 -11.79
H9 -1.69 14.45 -11.70
C4 -0.64 13.30 -6.82
H10 2.69 22.16 -11.82
H11 -3.10 17.57 -4.92
H12 2.33 19.98 -13.69
H13 -0.62 18.83 -10.27
C5 -3.02 12.25 -6.60
H14 -4.05 11.91 -14.96
C6 0.06 21.16 -12.86
C7 1.31 21.59 -13.59
H15 -0.08 20.09 -13.05
H16 -4.99 15.73 -12.19
C8 1.21 21.47 -15.17
C9 4.89 25.06 -8.16
H17 -5.55 14.34 -11.44
H18 2.71 20.22 -10.53
H19 5.13 23.02 -9.51
H20 -0.07 21.43 -11.81
H21 -3.45 17.65 -3.29
H22 -3.77 11.83 -7.26
O2 -1.07 21.92 -13.40
O3 -0.17 18.51 -8.25
H23 0.22 21.81 -15.49
N2 -1.26 11.01 -7.59
H24 1.25 20.45 -15.54
H25 -3.30 13.43 -11.13
H26 -2.92 11.71 -5.65
H27 -0.59 21.27 -1.89
C10 -3.82 17.39 -7.59
H28 5.38 25.30 -9.10
H29 -1.86 10.24 -7.34
C11 -0.81 21.92 -2.74
H30 2.70 23.71 -11.16
C12 -1.41 18.25 -7.48
C13 -3.72 18.14 -4.23
O4 -3.46 19.51 -4.21
H31 -2.11 15.43 -7.74
C14 -4.69 15.01 -11.43
H32 -0.64 14.45 -4.53
O5 3.84 24.23 -8.48
H33 4.60 25.97 -7.64
H34 0.71 19.71 -9.53
C15 4.17 22.96 -8.99
H35 0.01 21.96 -3.46
H36 -3.86 14.43 -13.90
N3 -2.33 15.23 -11.76
H37 -2.43 20.45 -12.89
H38 3.29 20.21 -9.01
H39 -4.61 15.46 -10.44
C16 -2.42 17.42 -8.26
H40 -0.94 15.98 -8.59
N4 -1.95 16.04 -8.52
H41 -0.94 22.92 -2.34
H42 -3.88 16.65 -6.79
H43 -1.26 19.54 -4.09
H44 -3.10 21.99 -13.62
H45 3.33 21.15 -13.54
H46 5.48 24.46 -7.46
C17 -2.02 21.49 -3.44
H47 -0.09 12.82 -6.01
H48 -1.93 12.74 -8.41
C18 -0.31 19.37 -9.38
H49 -2.69 13.13 -13.60
H50 1.42 22.65 -13.40
C19 -3.52 13.70 -13.16
N5 3.15 22.81 -11.19
H51 -4.04 21.78 -3.44
O6 -1.25 14.51 -6.38
H52 1.92 22.06 -15.75
C20 -2.37 21.53 -12.95
C21 3.44 20.76 -9.94
H53 -3.43 13.24 -6.42
H54 -2.14 15.49 -10.81
H55 -4.78 18.05 -4.47
C22 3.06 22.29 -9.84
N6 2.45 20.83 -13.15
H56 -4.15 18.35 -7.20
H57 -2.05 21.97 -4.42
H58 -2.47 21.89 -11.92
H59 -4.51 17.02 -8.35
H60 -1.02 10.91 -8.57
C23 -2.17 19.89 -3.60
H61 -3.46 21.67 -2.09
C24 -0.52 15.15 -5.36
H62 -0.84 20.30 -9.17
H63 -5.59 12.85 -15.05
H64 -2.28 19.52 -2.58
H65 -1.87 19.21 -7.27
H66 4.45 20.57 -10.30

The spin multiplicity is 2. For the HOMO-LUMO gap (alpha / beta), the calculation gives 8.078 / 2.363 eV. For the HOMO energy (alpha / beta), the calculation gives -10.4927 / -10.4924 eV. Its energy above the lowest of the compared OMol25 structures with the same formula, charge and spin is 35.5 kcal per mole. The total energy comes out at -1733.414789 a.u. As for the expectation value of S²: 0.7555. The net charge is +1.

Mulliken population analysis, charges in e, atoms 1 to 6: atom 1 (O): -0.338, atom 2 (C): -0.721, atom 3 (C): 1.314, atom 4 (H): 0.346, atom 5 (H): 0.257, atom 6 (H): 0.250

[4]
# C4H6N2O

One molecule with the formula C4H6N2O (ωB97M-V/def2-TZVPD, the Open Molecules 2025 dataset).

Positions of all 13 atoms, in Å:
H1 1.09 -1.93 0.47
C1 1.26 1.29 -0.38
C2 -0.37 -0.35 0.40
C3 1.79 0.00 -0.10
O1 -1.13 1.83 -0.19
H2 2.83 -0.30 -0.16
H3 -1.32 -1.16 -1.16
H4 -0.52 -0.05 1.45
N1 0.93 -0.95 0.31
H5 -2.33 -0.88 0.08
N2 -1.40 -1.21 -0.15
H6 -0.77 2.71 -0.40
C4 -0.07 1.01 -0.16

For the HOMO-LUMO gap, the calculation gives 8.050 eV. For the HOMO energy, the calculation gives -7.7118 eV. Its energy above the lowest of the compared OMol25 structures with the same formula, charge and spin is 79.0 kcal per mole. The total energy comes out at -340.668950 a.u. The net charge is 0. The SMILES is N[C@H]1NC=C=C1O.

Mulliken population analysis, charges in e, atoms 1 to 6: atom 1 (H): 0.198, atom 2 (C): -0.990, atom 3 (C): 0.139, atom 4 (C): -0.201, atom 5 (O): -0.449, atom 6 (H): 0.404

[5]
# C2H6BNO3

One molecule with the formula C2H6BNO3 (ωB97M-V/def2-TZVPD, the Open Molecules 2025 dataset).

Positions of all 13 atoms, in Å:
H1 -1.46 -1.60 0.25
H2 2.62 -2.02 -0.24
C1 -0.16 0.69 -0.50
O1 2.97 -1.13 0.12
H3 -2.98 -0.90 0.14
O2 2.52 1.29 0.18
B1 2.13 0.00 -0.01
C2 -1.97 -0.73 0.28
H4 -1.98 1.22 -0.47
H5 -0.15 1.70 -0.93
H6 3.41 1.55 -0.19
N1 -1.43 0.39 -0.29
O3 0.82 -0.21 -0.34

For the HOMO-LUMO gap (alpha / beta), the calculation gives 6.787 / 6.787 eV. For the HOMO energy (alpha / beta), the calculation gives -6.4042 / -6.4047 eV. Its energy above the lowest of the compared OMol25 structures with the same formula, charge and spin is 36.9 kcal per mole. The total energy comes out at -385.171566 a.u. The net charge is 0.

Mulliken population analysis, charges in e, atoms 1 to 6: atom 1 (H): 0.245, atom 2 (H): 0.326, atom 3 (C): -0.038, atom 4 (O): -0.537, atom 5 (H): 0.244, atom 6 (O): -0.485

[6]
# C3H6NOS

An isolated ion of composition C3H6NOS and charge -1 (ωB97M-V/def2-TZVPD, the Open Molecules 2025 dataset).

Positions of all 12 atoms, in Å:
O1 -2.29 0.10 -0.85
H1 1.11 -0.04 2.09
H2 -0.58 -0.33 -2.55
N1 -0.19 -0.03 -1.67
H3 -1.01 -0.25 1.47
H4 -0.62 1.37 0.92
C1 -1.08 0.07 -0.66
H5 0.75 -0.32 -1.45
S1 1.67 -1.60 0.33
H6 1.71 0.76 0.66
C2 -0.48 0.30 0.70
C3 1.01 -0.01 1.01

For the HOMO-LUMO gap, the calculation gives 6.913 eV. For the HOMO energy, the calculation gives -2.7616 eV. Its energy above the lowest of the compared OMol25 structures with the same formula, charge and spin is 4.8 kcal per mole. The total energy comes out at -646.158155 a.u. The net charge is -1. The SMILES is NC(=O)CC[S-].

Mulliken population analysis, charges in e, atoms 1 to 6: atom 1 (O): -0.676, atom 2 (H): 0.305, atom 3 (H): 0.229, atom 4 (N): -0.351, atom 5 (H): 0.223, atom 6 (H): 0.167